Computed, not measured: 8 unconnected molecules or ions with the total composition C21H46Cl14N5O3, with ωB97M-V/def2-TZVPD.

CARTESIAN COORDINATES (ANGSTROEM)
1 H 0.8613 -1.6510 -2.9823
2 H 5.0067 1.8955 -2.2043
3 Cl -4.6154 2.0414 0.7744
4 H -0.9123 -0.3190 -2.3767
5 O -0.0324 -2.0768 2.0722
6 C -5.1046 0.7683 1.8955
7 O -2.6715 -1.8962 0.9779
8 C 1.1506 -2.1047 -2.0379
9 H 4.6490 -2.8713 -0.3758
10 H 2.5719 -3.1092 2.7858
11 H -4.2133 0.2791 2.2743
12 H 3.5389 6.9979 0.2157
13 H -10.6500 -2.8385 -4.8289
14 C 2.6713 -1.9722 -1.8857
15 C 4.2912 1.4257 -1.5370
16 H 0.8640 -1.7777 2.2651
17 C -0.1987 -0.0741 -1.5850
18 Cl -8.9495 -1.3809 -5.5497
19 Cl -10.7775 0.5676 0.5412
20 C -10.5155 -1.7638 -4.8167
21 C -2.0155 -1.2582 -0.0707
22 H -0.4826 3.4174 1.1978
23 H 3.4067 0.2769 -3.0430
24 H 5.7192 -1.5513 0.1208
25 Cl -6.1150 -0.4527 1.1067
26 Cl 8.0662 2.1925 -3.5802
27 H 8.6704 4.4364 -3.9456
28 H 0.6608 1.4301 0.8132
29 H 3.0281 -2.8451 -1.3458
30 C 3.6516 -0.9563 0.0214
31 O 3.2964 -0.2813 0.9762
32 Cl -0.5817 5.4535 5.6050
33 H 3.5403 -2.0899 5.5637
34 H 3.1004 -2.0681 -2.8785
35 Cl 2.0709 -0.3259 6.0272
36 H 4.6507 -2.3155 1.2705
37 H 0.9253 -3.1643 -2.1384
38 N -0.9283 -2.1562 -0.6271
39 H 4.1555 5.3911 0.6650
40 H 4.8591 -0.4593 -2.4160
41 C 8.4219 3.8494 -3.0702
42 H -10.5152 -1.3935 -3.7996
43 N 3.0782 -0.7393 -1.2726
44 C -0.7390 -3.4357 0.1182
45 H 0.6548 0.3858 -2.0654
46 N -0.8158 0.8775 -0.6584
47 H -2.4820 0.6540 0.5851
48 C -0.0326 -3.3566 1.4874
49 H -2.7398 -1.1045 -0.8681
50 C 0.1227 1.8265 -0.0556
51 Cl 3.8888 5.6289 -1.6598
52 H 2.6283 -4.7476 2.7944
53 C -9.5730 -0.1314 -0.5411
54 H -5.6583 1.2146 2.7122
55 H -2.0366 6.1008 3.8922
56 H 0.8706 -1.1076 -0.0670
57 C 0.3152 -1.3972 -0.9477
58 H 3.4303 2.0805 -1.5020
59 Cl -11.8519 -1.0149 -5.6942
60 N -0.6720 3.0362 0.2733
61 H -0.1300 -4.0692 -0.5183
62 Cl -0.1754 5.3064 2.6980
63 Cl -10.0716 -1.7191 -1.1468
64 C -1.5583 0.1250 0.3738
65 H -0.5862 -4.0089 2.1581
66 H 9.2573 3.8279 -2.3815
67 Cl 3.1106 -1.1575 3.4409
68 H 1.8849 -2.4248 5.0035
69 H -8.6448 -0.2508 0.0030
70 C -1.3494 5.2748 4.0278
71 H 0.8752 2.1077 -0.7859
72 C 2.6649 -1.6753 5.0784
73 H -0.9787 0.1375 1.2963
74 Cl 1.8260 5.3863 0.3845
75 H -1.8845 4.3326 4.0005
76 Cl 7.0382 4.5954 -2.2625
77 H -1.6546 2.8122 0.2119
78 C 1.3517 -3.9924 1.4110
79 H -9.4333 0.5341 -1.3845
80 H -1.2807 -2.4288 -1.5432
81 C 3.4682 5.9337 0.0272
82 C 3.9571 0.0833 -2.1264
83 H 4.7660 1.3615 -0.5650
84 N 2.0150 -3.9502 2.7095
85 H 1.1719 -5.0446 1.2085
86 H -1.6720 -3.9661 0.2222
87 H 1.9487 -3.5877 0.5865
88 C 4.7327 -1.9857 0.2423
89 H -3.5860 -1.5972 1.0249

Values from the calculation:
HOMO energy (eV): -11.215
Kohn-Sham gap (eV): 8.716
Charge: +1
E_tot (eV): -211422.7140